1) The following is a quantum chemistry calculation of one molecule with the formula C20H28N2O5, from the Open Molecules 2025 dataset.

SMILES: CCOC(=O)CN1C(=O)C(C)(C)Oc2ccc(C(=O)NC(C)(C)CC)cc21
Total charge: 0
HOMO-LUMO gap in eV: 8.97
2S+1: 1

Last column: Löwdin charge in e.
Atoms and positions in Å:
1 C -4.27652 -4.46091 -0.67346  -0.0625
2 C -4.73080 -3.24867 0.12641  -0.2057
3 O -3.61901 -2.50603 0.63570  -0.0029
4 C -3.05421 -1.63656 -0.19176  -0.5173
5 O -3.31527 -1.50171 -1.35676  0.1242
6 C -1.89943 -0.90149 0.50189  -0.0049
7 N -2.03960 0.52545 0.28274  0.0578
8 C -3.30499 1.01308 0.33336  -0.3543
9 O -4.24836 0.29049 0.59055  0.1183
10 C -3.45829 2.51717 0.11946  -0.4469
11 C -4.81582 2.80663 -0.51301  0.0102
12 C -3.32723 3.19007 1.49476  0.0212
13 O -2.47481 3.03733 -0.77181  0.0388
14 C -1.20476 2.60688 -0.57412  -0.1954
15 C -0.15210 3.42978 -0.95055  0.0278
16 C 1.15185 3.02210 -0.75276  -0.0083
17 C 1.42256 1.78732 -0.17517  -0.1307
18 C 2.85375 1.41625 0.06003  -0.4456
19 O 3.68471 2.25046 0.36449  0.0657
20 N 3.11482 0.09927 -0.10203  0.1197
21 C 4.43257 -0.53331 0.02654  -0.5413
22 C 4.95288 -0.28776 1.44423  -0.0248
23 C 5.38401 0.08443 -1.00137  -0.0235
24 C 4.20541 -2.03150 -0.23999  -0.2070
25 C 5.45349 -2.90066 -0.14093  -0.0916
26 C 0.37025 0.95669 0.19803  0.0403
27 C -0.94363 1.34557 -0.01881  -0.1078
28 H -3.72776 -4.13957 -1.55509  0.0735
29 H -3.63445 -5.09513 -0.06653  0.0767
30 H -5.14401 -5.03321 -0.98895  0.0768
31 H -5.29657 -3.54696 1.01091  0.1245
32 H -5.33553 -2.58296 -0.49627  0.1274
33 H -1.91204 -1.14147 1.56916  0.1464
34 H -0.97229 -1.24583 0.04204  0.1328
35 H -5.60023 2.36535 0.09375  0.0911
36 H -4.96381 3.87978 -0.59020  0.0918
37 H -4.85301 2.37073 -1.50801  0.0990
38 H -4.08494 2.79952 2.16822  0.0984
39 H -3.46000 4.26410 1.38777  0.0954
40 H -2.34185 3.00136 1.91878  0.0929
41 H -0.38193 4.38617 -1.39146  0.1242
42 H 1.97728 3.66002 -1.02617  0.1207
43 H 2.37940 -0.47744 -0.47705  0.1276
44 H 5.96075 -0.67551 1.55338  0.0791
45 H 4.97076 0.78060 1.63800  0.0766
46 H 4.30556 -0.76645 2.17603  0.0895
47 H 5.41838 1.15992 -0.85259  0.0782
48 H 6.38737 -0.31213 -0.88246  0.0784
49 H 5.03799 -0.11965 -2.01271  0.0897
50 H 3.78277 -2.14232 -1.24305  0.1147
51 H 3.46639 -2.39878 0.47800  0.1143
52 H 6.20321 -2.59254 -0.86384  0.0699
53 H 5.19211 -3.93643 -0.34638  0.0732
54 H 5.88595 -2.85298 0.85424  0.0698
55 H 0.57904 0.02149 0.69479  0.1141

2) The following is a quantum chemistry calculation of one molecule with the formula C20H28N2O5, from the Open Molecules 2025 dataset.

SMILES: CCC(CC)COC(=O)C1=C(C)NC(=O)N[C@@H]1c1cc(OC)ccc1OC
Total charge: 0
HOMO-LUMO gap in eV: 8.56
2S+1: 1

Last column: Löwdin charge in e.
Atoms and positions in Å:
1 C -6.05434 -0.85044 -0.57617  -0.1017
2 C -5.00390 0.24841 -0.45311  -0.2220
3 C -3.63167 -0.25245 0.01026  -0.3107
4 C -2.67867 0.91314 0.30995  -0.2072
5 C -3.07487 1.73152 1.53343  -0.0874
6 C -3.01893 -1.16904 -1.05903  -0.1284
7 O -1.75745 -1.67906 -0.63786  -0.0185
8 C -0.65856 -1.13493 -1.19926  -0.4444
9 O -0.70725 -0.34297 -2.11340  0.1221
10 C 0.59539 -1.55698 -0.57176  -0.0514
11 C 0.76240 -2.57870 0.29526  -0.2186
12 C -0.29792 -3.54222 0.71982  0.0025
13 N 1.99848 -2.78634 0.85921  0.1563
14 C 3.16863 -2.13219 0.48354  -0.5409
15 O 4.23251 -2.44522 0.97158  0.0662
16 N 3.01106 -1.20044 -0.47387  0.1637
17 C 1.74687 -0.63531 -0.91034  -0.1818
18 C 1.50340 0.72875 -0.28658  -0.0882
19 C 1.06194 0.81803 1.02494  0.0385
20 C 0.77858 2.04980 1.59970  -0.2778
21 O 0.33121 2.23316 2.87722  -0.0950
22 C 0.14813 1.09847 3.68682  -0.0881
23 C 0.94016 3.19897 0.83133  0.0039
24 C 1.39620 3.12096 -0.46865  -0.0037
25 C 1.69641 1.88878 -1.04257  -0.2237
26 O 2.18710 1.72467 -2.30484  -0.0910
27 C 2.19417 2.83408 -3.16937  -0.0806
28 H -6.12350 -1.41792 0.34935  0.0765
29 H -5.82201 -1.53650 -1.38610  0.0635
30 H -7.02829 -0.41106 -0.77951  0.0701
31 H -4.89098 0.75509 -1.41386  0.1203
32 H -5.36284 0.98251 0.26887  0.1018
33 H -3.75799 -0.84121 0.92654  0.1458
34 H -1.67687 0.51213 0.48086  0.0934
35 H -2.61781 1.56309 -0.56522  0.1278
36 H -3.98675 2.29638 1.35859  0.0644
37 H -3.23316 1.08304 2.39344  0.0768
38 H -2.28418 2.43697 1.77697  0.0638
39 H -3.65386 -2.04097 -1.22937  0.1265
40 H -2.88332 -0.61837 -1.99538  0.1333
41 H -0.95892 -3.07516 1.44808  0.0947
42 H -0.90890 -3.83603 -0.12814  0.0902
43 H 0.14760 -4.42837 1.16733  0.0832
44 H 2.13103 -3.56149 1.49258  0.1524
45 H 3.84030 -0.68574 -0.72825  0.1634
46 H 1.78711 -0.49599 -1.99739  0.1521
47 H 0.93653 -0.09692 1.58271  0.1151
48 H -0.20574 1.47506 4.64534  0.0950
49 H 1.08660 0.55445 3.83652  0.0975
50 H -0.60228 0.42144 3.26527  0.0868
51 H 0.70519 4.15368 1.27417  0.1202
52 H 1.51505 4.03343 -1.03036  0.1052
53 H 2.51860 2.45014 -4.13541  0.0944
54 H 1.19534 3.26858 -3.27007  0.0999
55 H 2.89744 3.60385 -2.83366  0.0937

Among the structures above, stability is smallest for 2).